Record 1
75
Properties=species:S:1:pos:R:3:forces:R:3 method="wB97M-V/def2-TZVPD" relative_energy_kj_mol=0.00 spin_multiplicity=6 total_charge=-2 e_homo_ev="1.8 / -1.0"
C 0.7304 -3.1926 -3.9371 -0.07 0.05 -0.66
C 0.1754 -1.8750 -3.3738 -0.21 -0.38 0.25
C 2.0660 -3.4472 -3.1701 -0.39 -0.10 -0.22
C 2.5254 -2.0544 -2.6980 0.12 0.97 0.24
H 2.7878 -3.9101 -3.8538 -0.17 0.05 0.26
H 1.8791 -4.1296 -2.3294 0.05 0.17 -0.25
C 1.4307 -1.0363 -3.1248 0.00 -0.22 -0.26
H -0.3296 -2.1043 -2.4212 0.05 0.18 -0.31
H -0.5406 -1.4119 -4.0677 0.18 -0.14 0.45
C 1.3292 -0.0143 -1.9982 -0.10 0.64 0.28
H 1.7183 -0.5344 -4.0617 -0.05 -0.16 0.19
H 3.4700 -1.7907 -3.1971 -0.25 -0.13 0.13
C 2.7215 -1.7427 -1.1700 -0.07 -0.06 0.44
C -0.2627 -4.3432 -3.9559 -1.61 0.02 1.15
C 0.8995 -3.1142 -5.4591 1.79 0.25 -0.75
O 1.8591 -3.5247 -6.0835 -0.97 0.55 0.41
O -1.3699 -4.3282 -3.4524 1.27 -0.24 -0.47
O 0.1982 -5.3641 -4.7073 -0.22 -0.21 0.27
O -0.2007 -2.5965 -6.0437 -0.04 -0.42 -0.07
C -0.3742 -2.9060 -7.4356 0.17 0.08 0.09
H -1.4062 -2.6368 -7.6666 0.18 -0.02 0.03
H -0.2114 -3.9796 -7.5953 0.02 0.29 -0.03
H 0.3203 -2.3214 -8.0494 -0.12 -0.20 0.11
C -0.6984 -6.4670 -4.8877 -0.07 -0.07 0.00
H -0.8571 -7.0010 -3.9404 0.01 0.21 -0.28
H -0.1994 -7.1135 -5.6129 -0.11 0.05 0.16
H -1.6647 -6.1274 -5.2859 0.28 -0.05 0.20
O 2.1446 -0.4303 -0.9043 0.47 -1.05 -0.99
H 0.2971 0.1252 -1.6307 0.30 -0.06 -0.19
H 1.7059 0.9646 -2.3364 -0.19 -0.19 0.15
C 4.2095 -1.6704 -0.8220 0.00 0.13 -0.01
C 2.0334 -2.7256 -0.2178 -0.02 0.03 0.03
H 2.5054 -3.7153 -0.2614 -0.12 0.10 -0.01
H 0.9631 -2.8221 -0.4427 0.20 0.01 0.08
H 2.1341 -2.3460 0.8090 -0.10 -0.06 -0.32
H 4.3470 -1.2872 0.1959 -0.08 -0.09 -0.19
H 4.7296 -1.0007 -1.5181 -0.08 -0.09 0.15
H 4.6646 -2.6672 -0.8865 -0.05 0.14 -0.02
Ru -0.9377 2.0615 1.9944 0.13 -1.32 -1.52
C -0.2162 4.1033 1.6067 -0.26 0.56 -1.64
C 0.5898 3.4526 0.6020 -0.21 1.29 -0.24
C -0.2721 2.9710 -0.4246 -0.28 0.01 0.63
H 1.6761 3.3978 0.6329 -0.32 -0.11 -0.06
C -1.6211 3.2079 -0.0249 0.45 1.23 -0.20
C -1.6053 3.9309 1.2293 0.48 1.39 -0.87
H -2.4497 4.3865 1.7421 0.18 -0.13 -0.22
H 0.1277 4.7082 2.4379 -0.07 -0.43 -0.16
H 0.0430 2.5123 -1.3587 -0.09 -0.09 0.33
H -2.5215 2.9653 -0.5860 0.34 -0.11 0.18
C -1.7407 0.1907 3.1631 -1.64 -0.49 -0.26
C -2.5932 1.3606 3.0376 -1.22 -1.56 0.01
C -3.1032 1.3584 1.6792 -0.48 -1.23 0.83
H -2.9467 1.9770 3.8571 0.16 -0.05 -0.10
C -2.6468 0.1572 1.0337 -0.38 0.48 0.19
C -1.8177 -0.5519 1.9383 -0.01 0.39 0.71
H -1.3476 -1.5195 1.7766 0.03 0.29 -0.12
H -1.2701 -0.0817 4.1048 -0.03 0.05 -0.53
H -3.8180 2.0836 1.2963 0.25 -0.23 -0.02
H -2.9288 -0.1446 0.0249 0.24 0.08 0.20
O -1.3399 1.4538 8.1685 -0.40 -0.54 0.43
S -1.7782 2.0047 6.9089 2.32 1.56 -2.81
O -3.1897 1.9798 6.5858 -0.35 -0.47 0.58
N -0.8842 1.4469 5.6121 -1.31 -1.61 1.91
C -0.1657 2.3630 5.0073 -0.06 1.82 0.93
S 0.6895 2.0057 3.5527 3.25 -0.12 1.57
C -0.2490 3.6953 5.6115 0.16 -1.74 -1.46
C 0.1883 4.9383 5.1354 0.06 1.09 0.15
C -0.3400 6.1031 5.6930 0.78 -0.86 -0.66
C -1.2699 6.0258 6.7400 -0.60 0.25 0.84
C -1.6759 4.7919 7.2545 0.49 -0.36 -0.39
C -1.1586 3.6471 6.6698 -1.31 0.64 1.66
H 0.9241 4.9737 4.3318 -0.21 0.02 0.16
H -0.0251 7.0709 5.3069 -0.05 -0.10 0.08
H -1.6811 6.9298 7.1696 0.01 0.15 0.02
H -2.3747 4.6849 8.0828 -0.03 0.25 -0.19


Record 2
80
Properties=species:S:1:pos:R:3:forces:R:3 method="wB97M-V/def2-TZVPD" relative_energy_kj_mol=62.78 spin_multiplicity=1 total_charge=+1 e_homo_ev="-9.8 / -9.7"
W -0.5779 -0.9633 0.9570 1.43 -2.28 1.96
N -1.1769 -5.4512 1.5697 0.03 0.03 -0.13
C -1.2846 -4.1044 1.4308 -0.36 -0.34 0.29
S -0.2343 -3.3375 0.2801 -0.01 0.51 -0.13
N -2.1566 -3.4864 2.1639 0.37 0.03 -0.15
N -2.1125 -2.1180 1.9594 0.11 -0.71 -0.89
C -3.2070 -1.5151 2.1765 -1.14 1.19 0.39
C -3.2713 -0.0611 2.0484 0.25 0.15 0.16
C -4.4645 0.6253 1.8093 -0.38 -0.34 -0.21
C -4.4903 1.9885 1.6100 0.15 0.05 0.02
C -3.2975 2.7181 1.6969 -0.39 0.16 -0.11
C -2.1167 2.0920 1.9987 0.28 -0.33 0.23
C -2.0870 0.7018 2.1842 -0.43 0.23 0.55
O -0.9498 0.0862 2.5785 0.03 0.47 -0.33
H -0.7036 -5.9720 0.8525 0.02 0.01 0.00
H -1.9168 -5.9219 2.0648 -0.01 0.02 0.03
H -4.0956 -2.0935 2.4154 0.07 0.04 0.27
H -5.3882 0.0566 1.7579 0.03 0.02 -0.02
H -5.4272 2.4916 1.4101 0.03 -0.01 0.01
H -3.3131 3.7917 1.5479 -0.01 -0.04 0.02
H -1.1935 2.6422 2.1217 0.02 -0.02 -0.03
C -6.0336 0.2096 -2.1901 -0.03 -0.01 0.03
C -5.1719 0.6901 -3.3563 -0.10 0.03 0.05
C -4.8713 2.1834 -3.2425 0.04 0.04 0.02
C -3.9196 -0.1678 -3.4955 0.13 -0.01 0.33
N -3.0356 -0.0702 -2.3142 0.50 0.04 0.15
C -2.2665 0.9430 -1.8527 -0.57 -0.39 -0.07
N -1.6547 0.5115 -0.7765 0.02 1.97 -1.03
N -2.0264 -0.7307 -0.6320 0.28 -0.72 0.45
N -2.8349 -1.1298 -1.5084 -0.97 -0.28 -0.99
H -6.8892 0.8708 -2.0452 0.02 -0.02 -0.04
H -5.4620 0.2070 -1.2555 -0.04 0.03 -0.04
H -6.4145 -0.8000 -2.3573 0.05 0.03 0.01
H -5.7151 0.5224 -4.2900 -0.03 0.01 -0.01
H -4.5163 2.4433 -2.2398 -0.01 -0.02 -0.06
H -5.7798 2.7611 -3.4127 0.01 -0.02 0.02
H -4.1312 2.5162 -3.9762 -0.04 -0.03 0.02
H -3.3334 0.0927 -4.3746 0.05 0.10 0.01
H -4.1840 -1.2200 -3.5615 0.04 -0.06 0.01
H -2.1763 1.9168 -2.3018 -0.03 -0.03 0.04
C 1.2647 -3.3721 3.3668 -0.23 -0.21 0.27
As 1.3925 -1.7216 2.4117 0.01 0.01 -0.07
C 1.9791 -0.5839 3.8339 -0.07 0.28 0.22
C 2.9920 -2.1454 1.3912 0.12 0.12 -0.22
C 4.1399 -1.1696 1.2589 0.16 -0.07 -0.05
C 4.0645 0.2006 1.4737 -0.01 -0.03 -0.07
C 5.1820 1.0136 1.3048 -0.02 -0.01 -0.01
C 6.3923 0.4700 0.9097 -0.01 -0.04 0.00
C 6.4810 -0.8993 0.6839 0.01 0.04 0.02
C 5.3696 -1.7041 0.8629 0.00 -0.02 0.01
H 2.1848 -3.4742 3.9373 0.03 -0.12 0.08
H 1.1536 -4.2012 2.6750 0.05 -0.07 0.01
H 0.4110 -3.3494 4.0415 -0.01 -0.03 0.03
H 3.0303 -0.7863 4.0130 0.10 0.04 0.14
H 1.3846 -0.8320 4.7094 0.01 0.02 0.10
H 1.8315 0.4649 3.5978 0.00 0.03 -0.03
H 2.6299 -2.4351 0.4044 0.02 -0.02 -0.09
H 3.3602 -3.0549 1.8618 0.09 -0.10 -0.02
H 3.1311 0.6531 1.7708 -0.11 0.05 0.01
H 5.1015 2.0780 1.4894 -0.02 -0.02 -0.01
H 7.2633 1.1015 0.7878 -0.03 -0.01 -0.01
H 7.4214 -1.3413 0.3787 -0.03 0.01 0.00
H 5.4521 -2.7726 0.6914 0.00 0.04 0.01
O 0.7891 0.6481 0.7150 -0.06 0.68 -0.01
C 1.1424 0.2277 -0.4343 0.89 0.77 -0.15
O 0.6944 -0.9146 -0.7076 -0.14 -0.61 -1.34
C 1.9960 0.9962 -1.3575 -0.34 -0.21 0.48
C 2.3403 0.4331 -2.5714 0.19 -0.09 -0.40
C 3.1784 1.1080 -3.4662 -0.17 -0.21 0.10
C 3.6275 2.3412 -3.0680 0.08 -0.14 -0.22
O 4.4488 3.1725 -3.7463 0.12 0.31 0.05
C 4.7017 4.2924 -2.8769 -0.30 -0.31 0.02
O 3.8453 4.1395 -1.7350 0.13 0.05 -0.17
C 3.2647 2.9110 -1.8594 -0.01 0.13 0.27
C 2.4461 2.2694 -0.9762 0.01 0.13 0.17
H 1.9623 -0.5506 -2.8184 0.03 0.02 0.00
H 3.4684 0.6809 -4.4163 0.00 0.01 0.04
H 4.4542 5.2106 -3.3985 -0.04 0.10 -0.04
H 5.7426 4.2736 -2.5644 0.12 -0.02 0.07
H 2.1659 2.7033 -0.0250 0.02 -0.02 -0.04


Record 3
77
Properties=species:S:1:pos:R:3:forces:R:3 method="wB97M-V/def2-TZVPD" relative_energy_kj_mol=65.53 spin_multiplicity=6 total_charge=-1 e_homo_ev="-3.1 / -5.1"
Ru -1.1969 -0.0014 1.3306 0.09 0.69 -0.96
N -3.1254 -1.1582 0.3383 -0.16 -0.14 0.02
C -3.5285 -2.5725 0.3734 0.04 0.22 -0.01
C -2.3201 -3.4258 0.7042 0.18 -0.19 0.01
C -1.2168 -3.3027 -0.3495 0.01 0.11 -0.17
C 0.1969 -3.4617 0.2015 -0.04 0.08 0.31
N 0.5147 -2.3358 1.0866 -0.41 -0.88 -0.41
H -3.8472 -0.5037 0.6113 -0.16 0.02 0.06
H -2.8604 -0.8592 -0.5916 0.05 -0.04 -0.08
H -3.9614 -2.8831 -0.5835 -0.05 -0.02 -0.03
H -4.3044 -2.6990 1.1317 0.03 0.02 0.04
H -2.6285 -4.4705 0.8289 0.07 0.02 -0.02
H -1.9244 -3.0829 1.6617 0.02 -0.02 0.02
H -1.2637 -2.3059 -0.8073 0.09 -0.11 0.01
H -1.3763 -4.0219 -1.1570 -0.03 -0.04 -0.03
H 0.9000 -3.5605 -0.6311 -0.04 -0.04 -0.04
H 0.2645 -4.3856 0.7849 -0.01 0.00 0.04
H 0.6979 -1.4883 0.5674 0.02 -0.03 -0.25
H 1.3226 -2.5096 1.6677 0.04 -0.10 0.12
N -0.9777 2.2725 2.2763 -0.04 -0.13 0.04
N -2.0778 3.1041 2.0429 -0.09 -0.20 0.06
C -3.0310 2.6896 1.0722 -0.24 -0.20 -0.25
O -3.8034 3.5669 0.6693 0.32 -0.44 0.09
O -3.0051 1.4419 0.7800 -0.31 0.58 0.25
H -0.8173 2.1372 3.2630 0.06 0.03 0.15
H -0.1255 2.5786 1.8338 0.17 0.08 -0.16
H -1.9058 4.0934 2.0195 0.05 0.20 -0.01
Br -5.0489 -3.3463 5.1557 -0.19 -0.17 0.11
C -3.7461 -2.1613 4.4951 -0.05 -0.16 0.04
C -4.1156 -0.9127 4.0584 -0.05 0.57 -0.16
C -3.1242 -0.0886 3.5424 -0.21 0.00 -0.06
N -1.8441 -0.4658 3.4174 -0.51 -0.15 0.82
C -1.5052 -1.6613 3.9108 0.04 -0.21 0.10
C -2.4263 -2.5473 4.4496 0.49 -0.08 0.02
H -5.1421 -0.5760 4.1037 0.04 0.02 0.00
H -3.3624 0.8956 3.1550 -0.05 -0.02 0.01
H -0.4544 -1.9107 3.8517 0.08 -0.10 -0.04
H -2.1085 -3.5159 4.8100 0.01 0.03 -0.01
S 2.4315 -1.2931 4.0832 -0.14 0.03 -0.36
C 1.5876 -0.5019 2.9127 -0.09 0.48 0.34
N 0.9391 0.0629 2.1127 0.76 0.16 0.80
C -0.4900 0.4076 -0.6098 0.10 0.08 -0.10
Ge 1.1376 0.9187 -1.4525 -0.09 -0.05 -0.15
C 2.6954 1.4060 -0.3725 0.27 0.14 0.19
C 3.9357 0.7814 -0.5223 -0.02 0.14 0.23
C 5.0444 1.1977 0.2169 -0.15 -0.01 -0.02
C 4.9322 2.2542 1.1088 -0.07 -0.01 -0.04
C 3.7111 2.9077 1.2514 -0.01 -0.12 -0.06
C 2.6128 2.4866 0.5150 0.09 -0.11 -0.05
C 0.8487 2.5104 -2.5691 -0.04 0.24 -0.24
C 1.8553 3.0284 -3.3964 -0.17 0.08 0.08
C 1.6449 4.1818 -4.1464 -0.06 -0.09 0.11
C 0.4235 4.8458 -4.0705 -0.02 -0.07 0.04
C -0.5843 4.3514 -3.2509 0.10 -0.12 0.04
C -0.3740 3.1877 -2.5099 0.13 0.10 -0.11
C 1.7333 -0.5449 -2.6271 0.12 -0.25 -0.20
C 2.1798 -1.7472 -2.0599 0.02 0.05 -0.17
C 2.5080 -2.8442 -2.8511 -0.04 0.15 -0.04
C 2.3905 -2.7611 -4.2353 -0.01 0.08 0.04
C 1.9476 -1.5791 -4.8177 -0.02 0.05 0.14
C 1.6217 -0.4826 -4.0194 0.05 -0.18 0.05
H -1.2618 0.4563 -1.3944 0.02 0.00 -0.01
H 4.0465 -0.0487 -1.2110 -0.01 0.03 0.00
H 5.9927 0.6845 0.1004 -0.03 0.02 0.00
H 5.7891 2.5684 1.6934 -0.02 -0.01 -0.02
H 3.6145 3.7370 1.9439 0.01 -0.03 -0.04
H 1.6723 3.0191 0.6297 0.01 -0.04 -0.04
H 2.8237 2.5341 -3.4449 -0.09 0.01 0.01
H 2.4358 4.5706 -4.7793 -0.03 -0.02 0.02
H 0.2612 5.7504 -4.6467 0.01 -0.04 0.02
H -1.5346 4.8695 -3.1778 0.05 -0.03 -0.01
H -1.1699 2.8127 -1.8696 0.09 0.01 -0.04
H 2.2718 -1.8337 -0.9787 0.02 0.05 -0.12
H 2.8498 -3.7642 -2.3877 -0.01 0.05 -0.02
H 2.6412 -3.6148 -4.8554 -0.01 0.03 0.02
H 1.8487 -1.5106 -5.8958 0.01 0.00 0.04
H 1.2659 0.4297 -4.4909 0.04 -0.05 0.04